# 1
The following is a DFT calculation (ωB97M-V with the def2-TZVPD basis set) of a structure of composition C33H51O29Rb2S in a non-equilibrium geometry.

total charge: -1
HOMO-LUMO gap: 4.49 eV
lowest unoccupied orbital energy: 1.18 eV
largest force on an atom: 0.11637 Eh/bohr
HOMO: -3.3 eV

Element x y z (Å)
Rb  -1.323  4.800  -1.149
Rb  -1.086  0.881  0.398
C  2.005  2.266  -1.742
O  0.805  2.838  -1.419
H  2.351  1.553  -0.993
H  1.809  1.682  -2.641
H  2.805  2.899  -2.126
S  -3.259  3.354  2.316
O  -3.303  4.646  2.993
O  -2.767  2.385  3.242
O  -4.587  2.988  1.907
O  -2.432  3.429  1.121
C  1.342  2.914  3.492
C  1.467  4.267  2.620
C  0.129  5.082  2.723
O  0.589  6.406  2.929
C  1.962  6.374  3.304
O  2.646  7.241  3.780
O  2.433  5.161  3.045
H  2.249  2.342  3.296
H  0.639  2.258  2.978
H  1.165  3.071  4.556
H  1.672  3.782  1.665
H  -0.505  4.726  3.534
H  -0.509  5.024  1.841
C  -5.886  -4.363  0.077
C  -5.265  -3.012  -0.298
C  -5.931  -1.789  0.310
O  -4.784  -1.200  0.919
C  -3.765  -1.924  0.825
O  -2.683  -1.539  1.256
O  -3.942  -2.941  0.037
H  -6.736  -4.402  -0.604
H  -6.279  -4.271  1.090
H  -5.311  -5.269  -0.115
H  -5.250  -2.953  -1.387
H  -6.742  -1.974  1.014
H  -6.351  -1.207  -0.509
C  5.080  -3.884  2.973
C  3.657  -4.027  2.247
C  2.590  -3.627  3.218
O  1.714  -2.890  2.377
C  2.262  -2.465  1.275
O  1.786  -1.614  0.517
O  3.458  -3.004  1.275
H  5.053  -3.202  3.823
H  5.888  -3.570  2.312
H  5.179  -4.840  3.488
H  3.359  -4.999  1.854
H  3.017  -3.235  4.140
H  2.014  -4.518  3.469
C  -2.015  -1.993  7.675
C  -1.169  -1.214  6.631
C  -1.727  0.046  6.026
O  -0.661  0.996  6.408
C  0.295  0.453  7.056
O  1.397  0.898  7.037
O  -0.090  -0.766  7.441
H  -2.960  -2.426  7.347
H  -2.371  -1.404  8.520
H  -1.436  -2.862  7.988
H  -0.813  -1.932  5.892
H  -2.593  0.279  6.646
H  -2.017  -0.127  4.990
C  4.536  0.768  1.255
C  5.462  0.354  0.139
C  6.859  0.916  0.223
O  7.600  -0.260  0.207
C  6.838  -1.373  0.179
O  7.245  -2.538  0.245
O  5.587  -1.094  0.366
H  3.969  1.668  1.018
H  5.032  0.613  2.213
H  3.614  0.190  1.204
H  5.034  0.588  -0.835
H  6.931  1.452  1.169
H  7.155  1.687  -0.489
C  -3.916  -1.870  -4.825
C  -3.980  -0.332  -4.908
C  -5.456  0.091  -5.048
O  -5.736  0.798  -3.774
C  -4.580  1.080  -3.153
O  -4.492  1.854  -2.249
O  -3.575  0.292  -3.663
H  -4.135  -2.258  -5.820
H  -4.634  -2.182  -4.068
H  -2.910  -2.262  -4.674
H  -3.509  0.226  -5.718
H  -6.006  -0.850  -5.068
H  -5.637  0.626  -5.980
C  2.355  -1.810  -2.925
C  3.126  -3.182  -3.067
C  2.723  -4.337  -2.116
O  2.736  -5.462  -2.968
C  2.850  -5.131  -4.256
O  2.941  -5.825  -5.294
O  2.850  -3.857  -4.308
H  1.276  -1.959  -2.970
H  2.669  -1.040  -3.630
H  2.449  -1.320  -1.956
H  4.201  -3.075  -2.922
H  1.776  -4.033  -1.670
H  3.472  -4.481  -1.338
C  -0.165  2.951  -5.058
C  -1.444  3.887  -5.149
C  -1.548  4.812  -6.410
O  -2.357  4.069  -7.338
C  -3.124  3.143  -6.627
O  -4.114  2.522  -6.996
O  -2.478  2.954  -5.519
H  0.022  2.462  -6.014
H  -0.323  2.198  -4.285
H  0.711  3.548  -4.805
H  -1.665  4.445  -4.239
H  -0.565  4.949  -6.862
H  -1.938  5.793  -6.139

# 2
The following is a DFT calculation (ωB97M-V with the def2-TZVPD basis set) of a structure of composition C33H52MgN8OSb in a non-equilibrium geometry.

total charge: +1
HOMO-LUMO gap: 7.98 eV
lowest unoccupied orbital energy: -2.05 eV
largest force on an atom: 0.02057 Eh/bohr
relative energy (zero: lowest compared OMol25 entry of this formula, charge and spin): 0.0000 eV
HOMO: -10.0 eV

Element x y z (Å)
Mg  -0.245  -0.967  -0.129
C  -1.892  0.897  1.502
N  -1.259  1.089  0.162
C  -2.301  1.113  -0.893
C  -2.946  -0.249  -1.080
C  -4.116  -0.388  -1.801
C  -4.676  -1.648  -1.915
C  -4.063  -2.725  -1.290
C  -2.891  -2.504  -0.600
N  -2.328  -1.291  -0.505
C  -0.567  2.410  0.243
C  0.195  2.870  -0.978
C  -0.386  3.768  -1.866
C  0.365  4.256  -2.923
C  1.680  3.841  -3.048
C  2.177  2.946  -2.114
N  1.458  2.458  -1.102
C  -0.901  0.322  2.491
C  -0.807  0.725  3.809
C  0.094  0.072  4.639
C  0.865  -0.962  4.131
C  0.721  -1.299  2.798
N  -0.135  -0.661  1.988
H  -2.323  1.833  1.863
H  -2.705  0.180  1.401
H  -3.078  1.847  -0.651
H  -1.840  1.428  -1.831
H  -4.577  0.475  -2.266
H  -5.589  -1.791  -2.481
H  -4.481  -3.720  -1.340
H  -2.353  -3.307  -0.116
H  -1.324  3.168  0.476
H  0.131  2.371  1.079
H  -1.414  4.081  -1.727
H  -0.066  4.960  -3.624
H  2.318  4.219  -3.836
H  3.210  2.607  -2.175
H  -1.430  1.528  4.179
H  0.193  0.368  5.676
H  1.568  -1.501  4.753
H  1.280  -2.107  2.333
C  3.747  -2.025  -4.861
C  2.690  -1.568  -5.858
C  1.702  -2.686  -6.181
C  1.990  -0.293  -5.390
N  1.172  -0.477  -4.175
C  1.444  -0.231  -2.899
N  0.378  -0.506  -2.186
N  -0.566  -0.941  -3.080
N  -0.096  -0.913  -4.269
H  4.314  -2.866  -5.262
H  3.292  -2.361  -3.925
H  4.458  -1.227  -4.634
H  3.198  -1.278  -6.782
H  1.226  -3.068  -5.274
H  2.220  -3.520  -6.656
H  0.911  -2.351  -6.856
H  1.308  0.079  -6.150
H  2.715  0.489  -5.165
H  2.394  0.111  -2.519
C  5.431  -0.251  -1.446
C  5.010  0.669  -0.300
Sb  3.207  -0.012  0.650
C  4.111  -1.477  1.963
C  5.626  -1.425  2.156
C  3.059  1.613  2.058
C  4.255  1.834  2.985
H  6.299  0.135  -1.985
H  4.629  -0.386  -2.173
H  5.690  -1.251  -1.088
H  4.839  1.692  -0.650
H  5.787  0.723  0.464
H  3.814  -2.452  1.570
H  3.597  -1.360  2.922
H  6.161  -1.565  1.214
H  5.950  -2.222  2.829
H  5.961  -0.481  2.587
H  2.149  1.434  2.641
H  2.862  2.496  1.442
H  4.407  0.987  3.658
H  4.112  2.720  3.610
H  5.183  1.980  2.428
C  2.248  -3.762  -1.312
C  0.965  -3.866  -0.478
C  -0.071  -4.641  -1.302
C  1.265  -4.633  0.808
O  0.520  -2.589  -0.177
H  2.668  -4.742  -1.559
H  3.006  -3.185  -0.769
H  2.024  -3.237  -2.248
H  0.358  -5.545  -1.746
H  -0.450  -4.007  -2.109
H  -0.913  -4.955  -0.678
H  1.633  -5.645  0.610
H  0.357  -4.710  1.413
H  2.027  -4.106  1.394

# 3
The following is a DFT calculation (ωB97M-V with the def2-TZVPD basis set) of a structure of composition C33H53BCrF10N4OPS2Si in a non-equilibrium geometry.

total charge: -2
HOMO-LUMO gap (alpha / beta): 4.69 / 6.66 eV
lowest unoccupied orbital energy (alpha / beta): 4.20 / 3.89 eV
largest force on an atom: 0.03339 Eh/bohr
relative energy (zero: lowest compared OMol25 entry of this formula, charge and spin): 1.6716 eV
2S+1: 6
HOMO (alpha / beta): -0.5 / -2.8 eV

Element x y z (Å)
Cr  0.056  -0.258  0.739
S  2.419  -2.795  3.550
C  0.795  -3.358  3.688
C  -0.080  -2.581  2.979
C  0.529  -1.515  2.277
C  1.885  -1.489  2.511
C  2.683  -0.408  2.031
C  4.014  -0.143  2.387
C  4.562  1.085  2.104
C  3.764  2.047  1.485
C  2.500  1.677  1.068
N  1.979  0.467  1.261
H  0.594  -4.219  4.308
H  -1.147  -2.765  2.991
H  4.570  -0.903  2.923
H  5.583  1.326  2.373
H  4.116  3.061  1.346
H  1.870  2.374  0.534
F  -0.535  1.444  2.005
P  -0.626  2.073  3.566
F  0.967  1.895  3.715
F  -0.724  2.711  5.045
F  -0.855  0.595  4.143
F  -0.401  3.540  2.921
F  -2.221  2.240  3.362
C  0.411  -3.338  -2.799
Si  1.231  -3.068  -1.102
C  1.068  -4.727  -0.129
C  3.125  -2.929  -1.349
O  0.595  -1.842  -0.347
H  0.425  -4.383  -3.128
H  0.904  -2.741  -3.572
H  -0.628  -3.001  -2.756
H  2.030  -5.243  -0.079
H  0.359  -5.420  -0.592
H  0.748  -4.547  0.901
H  3.578  -3.915  -1.483
H  3.579  -2.470  -0.466
H  3.390  -2.315  -2.212
F  -2.522  -1.160  -3.213
B  -2.167  0.083  -2.660
F  -3.314  0.648  -2.049
F  -1.697  0.939  -3.669
F  -1.149  -0.108  -1.686
C  -3.439  3.222  0.449
C  -2.403  3.595  -0.573
C  -2.503  4.768  -1.321
C  -1.567  5.067  -2.313
C  -1.674  6.339  -3.123
C  -0.532  4.196  -2.562
C  -0.367  2.996  -1.807
C  -1.335  2.753  -0.788
N  0.596  2.090  -1.955
C  1.439  2.024  -3.133
C  2.251  0.725  -3.021
C  2.439  3.198  -3.239
C  0.601  1.930  -4.421
H  -4.173  4.019  0.580
H  -2.967  3.001  1.408
H  -3.948  2.315  0.118
H  -3.320  5.456  -1.132
H  -2.520  6.944  -2.797
H  -1.802  6.115  -4.184
H  -0.763  6.932  -3.012
H  0.174  4.452  -3.341
H  -1.280  1.833  -0.211
H  3.065  0.823  -2.303
H  2.679  0.462  -3.992
H  1.591  -0.072  -2.679
H  2.882  3.403  -2.264
H  1.982  4.112  -3.618
H  3.241  2.912  -3.924
H  -0.030  1.043  -4.371
H  1.271  1.854  -5.281
H  -0.054  2.789  -4.555
C  -6.040  -0.099  1.643
C  -6.725  -1.457  1.510
C  -5.771  -2.607  1.160
C  -5.334  -2.657  -0.316
N  -4.108  -1.925  -0.640
C  -2.974  -2.002  0.132
S  -2.433  -0.643  0.959
N  -2.336  -3.179  0.271
C  -2.666  -4.356  -0.514
C  -3.490  -5.404  0.262
C  -2.656  -6.477  0.964
C  -1.830  -5.944  2.129
H  -6.775  0.684  1.842
H  -5.491  0.164  0.740
H  -5.316  -0.111  2.458
H  -7.514  -1.405  0.750
H  -7.216  -1.700  2.458
H  -6.261  -3.555  1.405
H  -4.872  -2.526  1.779
H  -6.122  -2.248  -0.951
H  -5.198  -3.702  -0.608
H  -4.266  -0.953  -0.878
H  -1.370  -3.055  0.563
H  -1.737  -4.809  -0.863
H  -3.222  -4.029  -1.395
H  -4.173  -5.903  -0.434
H  -4.098  -4.882  1.005
H  -1.989  -6.949  0.236
H  -3.333  -7.256  1.332
H  -1.124  -5.188  1.794
H  -1.262  -6.750  2.598
H  -2.475  -5.490  2.884

# 4
The following is a DFT calculation (ωB97M-V with the def2-TZVPD basis set) of a structure of composition C33H53Cl3N8OPS2W in a non-equilibrium geometry.

total charge: +3
HOMO-LUMO gap (alpha / beta): 4.76 / 4.75 eV
lowest unoccupied orbital energy (alpha / beta): -9.06 / -9.07 eV
largest force on an atom: 0.09249 Eh/bohr
relative energy (zero: lowest compared OMol25 entry of this formula, charge and spin): 0.0000 eV
HOMO (alpha / beta): -13.8 / -13.8 eV

Element x y z (Å)
W  -0.765  -0.264  -0.224
Cl  5.837  5.589  2.026
C  5.388  4.619  0.685
C  6.356  4.102  -0.170
C  5.977  3.326  -1.246
C  4.638  3.043  -1.504
C  4.272  2.192  -2.699
C  4.242  0.682  -2.286
N  3.269  0.413  -1.265
C  3.455  0.523  0.079
C  2.245  0.290  0.668
N  1.322  0.039  -0.308
C  1.974  0.126  -1.466
O  5.243  2.358  -3.696
C  4.777  2.426  -5.032
C  3.806  3.549  -5.262
C  4.097  4.878  -5.015
Cl  5.562  5.500  -4.432
S  2.751  5.921  -5.366
C  1.810  4.575  -5.837
C  2.487  3.392  -5.728
C  3.693  3.573  -0.634
Cl  2.005  3.277  -0.900
C  4.041  4.354  0.451
H  7.398  4.315  0.007
H  6.716  2.940  -1.930
H  3.277  2.478  -3.073
H  5.236  0.419  -1.922
H  4.013  0.084  -3.170
H  4.405  0.754  0.515
H  1.987  0.276  1.712
H  1.539  -0.028  -2.441
H  4.322  1.476  -5.340
H  5.685  2.585  -5.620
H  0.805  4.719  -6.182
H  2.064  2.439  -5.992
H  3.289  4.765  1.105
N  -2.374  2.025  -0.010
N  -0.936  1.956  0.146
H  -2.678  2.895  -0.451
H  -2.817  1.997  0.912
H  -0.613  2.436  0.999
H  -0.494  2.462  -0.633
C  -4.693  -1.751  3.263
C  -3.775  -0.793  2.510
C  -4.054  0.627  3.003
C  -4.043  -0.844  1.001
P  -1.908  -1.155  2.819
N  -1.170  -0.413  1.608
C  -1.529  -3.031  2.666
C  -1.917  -3.842  3.896
C  -2.297  -3.546  1.449
C  -0.038  -3.180  2.349
C  -1.229  -0.393  4.429
C  -2.041  -0.753  5.665
C  -1.133  1.123  4.243
C  0.199  -0.918  4.582
H  -5.723  -1.413  3.157
H  -4.464  -1.770  4.324
H  -4.645  -2.766  2.884
H  -5.047  0.942  2.687
H  -3.326  1.333  2.607
H  -4.036  0.675  4.086
H  -4.877  -0.186  0.755
H  -4.317  -1.848  0.682
H  -3.150  -0.488  0.430
H  -2.962  -3.712  4.163
H  -1.309  -3.592  4.760
H  -1.758  -4.898  3.684
H  -3.365  -3.605  1.628
H  -1.958  -4.556  1.223
H  -2.088  -2.915  0.580
H  0.581  -3.135  3.239
H  0.280  -2.402  1.644
H  0.138  -4.150  1.885
H  -3.018  -0.281  5.678
H  -1.500  -0.402  6.542
H  -2.170  -1.825  5.771
H  -2.076  1.631  4.410
H  -0.753  1.354  3.245
H  -0.429  1.518  4.972
H  0.219  -1.952  4.907
H  0.704  -0.334  5.348
H  0.752  -0.808  3.651
S  -1.850  0.063  -2.478
C  -2.698  -1.305  -3.031
N  -2.930  -1.562  -4.306
C  -3.733  -2.762  -4.494
C  -4.039  -3.186  -3.044
N  -3.245  -2.245  -2.257
H  -2.619  -0.992  -5.075
H  -3.157  -3.519  -5.033
H  -4.630  -2.540  -5.075
H  -3.724  -4.210  -2.830
H  -5.100  -3.088  -2.799
H  -3.369  -2.142  -1.260
C  0.437  -4.336  -1.890
C  -0.003  -3.105  -1.326
N  -0.396  -2.105  -0.864
H  -0.175  -4.602  -2.754
H  0.378  -5.145  -1.162
H  1.476  -4.253  -2.214

Question: Number 2 is which compound?
Answer: C33H52MgN8OSb